A cluster of 11 separate species, C46H119N5O15 in total in a non-equilibrium geometry, computed with ωB97M-V/def2-TZVPD.

Last column: Mulliken charge in e.
CARTESIAN COORDINATES (ANGSTROEM)
1 H 2.2242 0.4644 -4.6914  0.20
2 C -1.8166 -4.3473 3.0827  -1.44
3 C -0.1697 3.9937 -5.1225  -1.37
4 H -5.4371 -2.5473 2.5688  0.31
5 H -7.7554 -3.0798 -2.8644  0.36
6 C 9.0524 -3.5340 0.4841  -0.76
7 H -3.3939 -2.0431 -2.2345  -0.02
8 H 0.1302 3.7694 0.7899  -0.08
9 C 4.2778 1.0404 0.4823  -0.40
10 C -5.8574 -3.5786 -1.0538  -0.46
11 H -4.4721 3.1547 2.6556  0.29
12 C 0.8180 4.6259 0.7862  -0.40
13 O -3.4336 -2.6041 3.1200  -0.49
14 O 2.1657 -2.7564 1.4815  0.04
15 H 1.3266 -0.6835 -5.6963  0.16
16 H 0.1682 7.2283 6.2166  0.17
17 C 2.9202 -3.9347 1.2753  -1.04
18 C 6.1393 -1.8600 1.9178  -0.07
19 H 8.2401 -1.4173 1.8984  0.36
20 N 0.5391 7.6842 3.5494  -0.46
21 C 2.2642 -0.1219 -5.6060  -1.35
22 H -0.7887 6.3457 1.8131  0.55
23 H -1.0519 4.8242 2.6931  -0.49
24 H -6.0896 5.1539 2.0717  0.37
25 H 9.8231 -2.7878 0.2534  0.28
26 H -5.9524 -1.5603 -1.7464  0.16
27 H 1.4641 -4.7524 -5.8176  0.38
28 H 1.2685 7.4478 2.8743  0.28
29 H -1.2023 -2.8772 -1.2265  -0.53
30 C -5.5849 5.7014 2.8686  -1.47
31 C 1.3725 2.1746 3.7614  0.82
32 H -0.6552 0.6320 -5.6223  0.09
33 H 2.2555 -4.7919 1.1092  0.05
34 H 4.7722 2.6036 -2.3182  0.29
35 H -1.0376 -2.5275 2.7533  0.22
36 H -1.7697 1.8584 -6.2600  0.47
37 H -2.7174 -2.0577 -6.7224  0.27
38 H -0.5161 1.2187 4.3731  0.40
39 N -0.7599 -3.4877 2.5585  0.23
40 H -2.0174 -0.1242 1.0192  0.34
41 H 1.9582 10.4265 7.8538  0.25
42 H -4.6146 -0.9583 2.6641  0.41
43 C -0.5455 -7.1054 -0.4273  -0.69
44 C -4.0529 3.7836 3.4311  -1.17
45 H -7.3633 -2.3491 0.5863  0.35
46 H 0.3406 10.6637 7.1842  0.26
47 O -1.1803 -6.1391 -1.2090  -0.41
48 H -3.1657 -3.8208 1.4970  -0.71
49 H -2.9921 2.5766 -0.4182  0.32
50 O 7.7813 -2.9475 0.5980  -0.25
51 C 3.3995 -1.9868 -6.7753  -1.34
52 H 2.9081 -4.1928 -4.8770  0.37
53 C -3.1614 -3.8799 2.5967  0.67
54 C -0.1274 1.9690 3.6915  -0.49
55 H 1.2166 3.1020 5.4980  0.35
56 C -1.8918 -5.1799 -0.4247  0.11
57 C -2.4969 2.4056 0.5502  -0.75
58 N -0.3123 -1.7754 0.1356  2.04
59 C -1.4777 0.3440 0.1825  -1.28
60 O -3.5886 5.9594 4.2057  -0.58
61 H 0.5163 0.0172 0.8775  -1.57
62 H -2.0749 0.1925 -0.7372  0.20
63 C -0.1183 -0.3138 0.0308  2.58
64 H -5.6562 6.7677 2.6312  0.39
65 H 3.0542 -1.3743 -7.6142  0.38
66 C 2.1487 0.9838 3.3098  -0.55
67 H -8.6571 -2.8370 -1.3560  0.34
68 H -4.2676 -2.0038 1.3364  0.04
69 O 0.4268 2.7228 -7.0780  -0.60
70 H 8.9937 -4.2710 -0.3127  0.22
71 C -2.4474 -2.3310 -2.7487  -0.04
72 O -3.4694 -1.8065 -4.8139  -0.36
73 H 9.3428 -4.0369 1.4167  0.31
74 H -3.4905 6.8721 3.9105  0.37
75 H -2.5724 -5.6829 0.2790  0.75
76 H -1.2549 -7.6730 0.1922  0.35
77 H 1.7090 10.4946 6.0701  0.30
78 C 0.5849 -3.7826 3.0659  -1.19
79 C 4.4960 -0.3914 0.9124  0.05
80 N -1.7867 -3.3247 -1.9555  0.79
81 H 1.8205 4.2412 0.5948  0.27
82 H 3.2257 1.3395 0.6447  -0.09
83 H -0.6440 2.9348 3.8083  0.04
84 H -3.0762 -4.9710 -2.1182  0.67
85 C -3.6650 -2.1312 -6.1727  -0.80
86 H -0.9543 -2.0330 0.8776  -0.61
87 H -0.0520 -7.7873 -1.1169  0.28
88 H -1.9822 -3.2623 -4.6373  0.25
89 O 3.3799 -1.8685 -4.3310  -0.47
90 C 2.0061 -4.8086 -4.8735  -1.95
91 H -3.5877 -3.6882 -4.0138  0.32
92 H 2.1628 -5.6651 -2.3035  0.52
93 H 0.5018 5.7549 4.4742  0.31
94 O 1.1496 8.7676 7.0604  -0.39
95 H 2.4192 -2.7992 3.4940  0.74
96 C 3.4198 -1.1088 -5.5352  0.85
97 H 3.5792 -4.1618 2.1237  0.48
98 C -7.8684 -2.4296 -1.9962  -1.45
99 H -3.9324 -4.6085 2.8950  0.57
100 H 3.5396 -3.8011 0.3922  0.29
101 C 4.5484 2.5508 -1.2534  -0.68
102 H 2.7341 -2.8358 -6.6414  0.18
103 C -4.4948 -2.0119 2.4134  -0.58
104 H -1.0629 6.5978 4.3067  0.53
105 C 1.3075 10.1631 7.0272  -0.64
106 H 0.0178 -0.1293 -2.1325  -0.21
107 H -1.8702 -1.4144 -2.8526  -0.14
108 H -3.4976 -3.8108 -0.8050  -2.15
109 H 0.5781 -2.1975 0.3955  -0.95
110 H -3.2195 1.9121 1.2125  0.20
111 H 0.5389 5.3304 -0.0036  0.46
112 H -4.3572 -1.4014 -6.5800  0.28
113 H -1.4717 1.8109 -4.5533  0.27
114 H 1.0493 1.0206 -1.2206  0.50
115 C 0.4627 8.2466 5.9505  -0.23
116 H 0.9185 -4.6827 -1.5819  -0.15
117 H 0.2059 -6.6573 0.2427  0.12
118 C -0.3363 5.6461 2.5436  0.41
119 C -2.6691 -4.3029 -1.3557  1.35
120 H -1.2186 4.2285 -5.3207  0.32
121 H 2.4672 -3.9577 -2.1621  0.20
122 H 0.8806 -4.7505 2.6347  0.44
123 C -2.8599 -2.8648 -4.1005  -0.26
124 H 5.9213 -1.5257 2.9342  0.41
125 H 1.6029 9.2011 4.4634  0.47
126 H 1.1610 -1.7235 2.8904  -0.85
127 O 0.9014 5.1928 2.0702  -0.41
128 C 1.6120 -2.7082 2.7518  0.24
129 H -0.4756 8.7807 5.7326  0.28
130 O 4.6634 1.2276 -0.8625  -0.34
131 H -3.5216 5.4326 2.2513  0.01
132 H -1.6571 -5.3643 2.6983  0.41
133 C -0.9863 1.6632 -5.5262  -1.17
134 C 1.2936 8.1792 4.7179  -0.63
135 H -0.4421 1.7353 2.6577  -0.31
136 O -6.8683 -1.6926 0.0814  -0.58
137 H 2.4613 -2.0214 -4.0421  -0.01
138 O 1.7638 2.3938 5.1419  -0.66
139 H -3.0286 3.5434 3.7141  0.05
140 C 0.6354 0.0127 -1.2406  -1.59
141 H 0.5853 -3.9862 4.1556  0.38
142 O 0.6859 -3.0336 -3.8716  -0.16
143 H -1.1496 -4.5914 0.1458  -0.46
144 H 5.1896 3.2108 -0.6583  0.32
145 H 7.8264 -2.9880 2.6627  0.49
146 H -5.2834 -3.8479 -1.9476  0.23
147 H -1.8075 -4.4350 4.1823  0.55
148 C 1.0690 -4.4409 -3.7410  1.14
149 H 0.0426 4.0679 -4.0544  0.28
150 H 0.4424 4.7593 -5.6099  0.40
151 H 2.1808 0.9587 2.2184  -0.60
152 H 1.0360 2.2589 -5.1303  -0.15
153 C 0.1556 2.6280 -5.6663  1.17
154 H 4.3409 -0.5163 -5.5882  0.33
155 H -6.5452 -4.4055 -0.8514  0.55
156 H -8.2166 -1.4521 -2.3338  0.37
157 C -4.1833 5.2502 3.1181  1.01
158 H 3.9794 -1.0949 0.2423  0.01
159 H -4.0521 -3.1529 -6.2623  0.32
160 H 3.5058 2.9163 -1.1619  0.15
161 H -2.3014 3.3937 0.9760  0.07
162 H 0.1731 -5.0746 -3.8289  0.28
163 H 6.2530 -0.9868 0.1090  0.29
164 C 7.5906 -2.3041 1.8327  -0.81
165 H 4.8824 1.6902 1.1444  0.40
166 H 2.2412 7.6454 4.8808  0.25
167 H 3.1396 0.9544 3.7530  0.69
168 H -4.6451 3.5757 4.3380  0.49
169 H -6.1566 5.5777 3.7961  0.34
170 H 1.6897 3.0824 3.2425  0.02
171 H 1.1063 3.3880 -7.2265  0.33
172 C -6.5774 -2.2713 -1.2052  0.61
173 C 1.6720 -4.6805 -2.3721  -0.93
174 N 5.9102 -0.7221 1.0292  -0.29
175 H 5.5108 -2.7209 1.6379  -0.14
176 H 0.0033 -2.9214 -3.1819  -0.12
177 H 2.3437 0.5609 -6.4545  0.57
178 C -0.1060 6.4127 3.8214  -0.97
179 H 1.4653 -0.6953 -1.3411  0.49
180 H -5.1084 -3.5255 -0.2594  -0.31
181 H 4.0195 -0.4679 1.8972  0.25
182 H 2.3777 -5.8277 -4.7380  0.48
183 H 1.6212 0.0757 3.6266  0.13
184 O -1.2991 1.7386 0.4203  0.30
185 H 4.4092 -2.2971 -7.0455  0.33

Summary:
**Max |F|**: 1.864 eV/A
**HOMO level**: -8.56 eV
**ΔE to the lowest compared entry with this formula, charge and spin**: 0.0 kJ/mol
**SMILES**: COC[C@H](C)N.COCCNCCOC.COCCNCCOC.COCCNCCOC.COCCNCCOC.CC(C)O.CC(C)O.CC(C)O.CC(C)O.CC(C)O.CC(C)O
**Energy**: -3226.1915 Ha